No. 1
A cluster of 2 separate species, C2HCl3OS in total in a non-equilibrium geometry. Source: OMol25; level of theory: the ωB97M-V functional and the def2-TZVPD basis.

XYZ file:
```
8
Properties=species:S:1:pos:R:3:forces:R:3
C 0.49973 0.78886 0.63531 -3.902 0.124 -0.442
C 1.30710 0.76854 -0.53919 1.484 0.202 -0.936
O 0.81037 0.40940 1.74306 0.443 0.236 -0.347
S 2.54554 -2.52257 1.20748 -0.007 -0.007 -0.019
Cl 2.96334 0.32411 -0.47882 -0.505 0.070 0.302
Cl 0.83009 1.31149 -2.09547 -0.377 -0.161 0.829
Cl 1.73631 -3.10668 2.90946 -0.031 -0.021 0.058
H -0.69194 1.08602 0.37928 2.894 -0.443 0.555
```
Forces are in eV/Å.

The value obtained for the relative energy (zero: lowest compared OMol25 entry of this formula, charge and spin) is 2.3765 eV. The calculation puts the gap between HOMO and LUMO (alpha / beta) at 7.23 / 6.84 eV. The value obtained for the maximum force is 3.9 eV Å⁻¹.

---

No. 2
A cluster of 2 separate species, C3H8NO in total in a non-equilibrium geometry. Source: OMol25; level of theory: the ωB97M-V functional and the def2-TZVPD basis.

XYZ file:
```
13
Properties=species:S:1:pos:R:3:forces:R:3
C 0.12578 -0.93362 -0.68619 4.373 -0.188 -1.606
C 2.36126 -0.87971 -1.36242 -3.367 -0.115 1.064
C -1.61989 1.29323 1.48339 0.476 0.699 0.030
N -1.44570 0.23392 0.53020 -1.748 -0.413 0.053
O -0.20987 -0.01237 0.05649 0.360 0.351 0.291
H -0.48465 -1.72228 -1.10492 -0.831 0.017 0.261
H 2.18720 -0.62230 -2.39138 0.018 0.066 -0.198
H 2.69853 -0.11322 -0.69016 0.121 0.172 0.113
H 2.59960 -1.90126 -1.12952 0.116 -0.188 0.026
H -2.43312 1.03166 2.15709 0.054 -0.135 -0.041
H -0.70720 1.42008 2.06513 -0.075 -0.042 0.083
H -1.85549 2.23601 0.98420 0.015 -0.036 0.090
H -2.18552 -0.42155 0.30924 0.488 -0.188 -0.165
```
Forces are in eV/Å.

Its total charge is +1. The value obtained for the relative energy (zero: lowest compared OMol25 entry of this formula, charge and spin) is 6.1427 eV. The calculation puts the gap between HOMO and LUMO at 9.35 eV. The value obtained for the maximum force is 4.7 eV Å⁻¹.

---

No. 3
A cluster of 11 separate species, C57H81N13O5 in total in a non-equilibrium geometry. Source: OMol25; level of theory: the ωB97M-V functional and the def2-TZVPD basis.

XYZ file:
```
156
Properties=species:S:1:pos:R:3:forces:R:3
C -3.60643 -4.71486 3.63778 -0.234 0.114 -0.335
C -2.70834 -4.50142 2.41872 -0.188 -0.244 0.088
O -1.39251 -4.10095 2.78497 -0.037 0.089 -0.303
C -0.97539 -2.76003 2.47282 -0.095 -0.181 0.147
C -0.82170 -2.68104 0.96107 0.513 0.359 -0.036
C -0.37804 -1.37479 0.29359 -0.389 0.144 -0.497
C -1.39398 -0.20880 0.36355 0.698 -0.552 0.291
C -1.27803 0.73162 -0.83260 -0.179 0.233 0.286
C 0.09915 1.38829 -1.00059 0.039 -0.013 -0.162
N 0.50435 1.40082 -2.42171 -0.041 -0.027 0.463
C -1.93168 -1.80407 3.19959 -0.223 0.309 0.474
N -1.73401 -2.21642 4.60382 0.858 0.406 -0.224
C -0.41719 -2.70533 4.72735 -0.089 -0.261 0.521
O 0.06480 -3.08903 5.77036 -0.159 0.270 -0.512
C 0.28539 -2.61751 3.36624 -0.066 -0.068 0.023
C 1.39978 -3.65528 3.15238 -0.070 0.031 0.237
C 1.17234 -5.06185 3.67618 0.021 -0.164 -0.203
O 2.33336 -5.86278 3.35473 -0.261 0.107 0.121
C 3.06565 -6.27180 4.39244 0.795 -0.680 0.222
O 3.91884 -7.11385 4.29751 -0.392 0.461 -0.137
C 0.95682 -1.20762 3.26592 0.142 -0.290 -0.171
C 1.47406 -0.63611 4.59205 0.412 0.413 -0.302
C 0.60434 0.37572 5.31075 -0.175 0.185 0.693
N -0.09371 1.33576 4.54043 0.325 -0.476 -0.254
O 0.55155 0.41756 6.51940 -0.267 -0.241 -0.502
H -4.22861 -3.83791 3.82848 0.158 0.015 0.178
H -4.29080 -5.54036 3.43072 0.056 -0.022 0.122
H -3.01771 -4.93474 4.52565 0.004 -0.056 -0.026
H -2.61406 -5.43716 1.86105 0.109 0.044 0.038
H -3.17536 -3.78416 1.73917 0.083 0.032 -0.029
H -0.08763 -3.45339 0.71136 -0.083 -0.017 -0.034
H -1.75033 -2.99419 0.47917 -0.054 0.000 0.125
H -0.26649 -1.61493 -0.77225 0.087 -0.078 0.059
H 0.60655 -1.04421 0.62217 0.001 -0.119 0.095
H -2.39077 -0.65344 0.42984 -0.123 0.239 -0.055
H -1.21403 0.32148 1.30450 -0.229 0.225 -0.091
H -1.53619 0.18027 -1.74180 0.098 0.031 -0.010
H -2.01314 1.53453 -0.73305 -0.128 -0.140 -0.132
H 0.85173 0.88101 -0.38832 -0.058 -0.035 0.124
H 0.05313 2.42047 -0.64594 0.051 -0.019 -0.063
H 1.34106 1.96828 -2.50393 -0.007 -0.002 -0.151
H 0.78185 0.45043 -2.64754 0.041 0.058 -0.229
H -2.97253 -1.86757 2.87369 0.034 -0.325 0.135
H -1.65796 -0.75319 3.10567 0.092 -0.019 -0.377
H -1.88135 -1.50481 5.31082 -0.455 -0.228 0.094
H 2.30011 -3.27469 3.64734 -0.040 -0.019 -0.002
H 1.63918 -3.69774 2.08515 -0.018 -0.016 0.025
H 1.01116 -5.06058 4.75331 -0.006 0.056 0.011
H 0.32756 -5.54899 3.20051 0.033 0.034 -0.012
H 2.84381 -5.78404 5.35461 -0.222 0.101 -0.057
H 0.31126 -0.49393 2.75678 -0.050 -0.022 0.112
H 1.81818 -1.33359 2.60506 -0.077 0.012 -0.031
H 1.72761 -1.41676 5.30544 -0.024 0.039 0.051
H 2.40432 -0.09490 4.38241 0.046 0.002 0.028
H -1.09731 1.25616 4.62711 -0.002 0.411 0.273
H 0.18629 1.35708 3.57026 -0.191 -0.116 -0.067
N 3.17148 4.44552 -1.30100 -0.021 -0.020 0.068
C 3.18751 5.07480 -0.07902 0.066 -0.055 -0.101
C 2.28103 6.09690 -0.12145 -0.047 -0.027 0.043
C 1.68499 6.08032 -1.41099 -0.095 0.045 -0.054
C 2.25378 5.05590 -2.11656 -0.005 -0.074 0.021
H 3.73834 3.65728 -1.55436 -0.051 -0.056 0.004
H 3.84090 4.75066 0.71149 0.011 0.027 0.013
H 2.06274 6.77735 0.68398 0.007 0.013 0.001
H 0.92448 6.74936 -1.77929 0.017 0.030 -0.003
H 2.08206 4.71419 -3.12325 0.056 0.020 -0.021
N 4.92723 3.03084 2.95175 0.005 -0.013 0.035
C 3.86080 2.63516 3.71387 -0.044 -0.014 -0.028
C 4.33301 2.30395 4.95553 -0.021 -0.038 -0.002
C 5.74037 2.50619 4.93945 -0.004 0.021 0.011
C 6.07594 2.95861 3.69245 -0.009 -0.020 -0.006
H 4.87321 3.32987 1.99819 0.033 -0.012 -0.025
H 2.86190 2.63680 3.31058 -0.016 0.029 0.030
H 3.73807 1.96404 5.78761 -0.007 0.007 0.001
H 6.42479 2.34507 5.75466 0.004 -0.004 0.009
H 7.02721 3.23612 3.27269 0.014 -0.011 0.003
N -2.01719 6.40565 -2.61750 0.011 0.009 -0.009
C -2.49075 7.17336 -3.64594 0.004 -0.035 0.013
C -2.98440 8.33277 -3.11023 -0.034 0.003 0.014
C -2.79989 8.25870 -1.70148 -0.062 0.051 0.013
C -2.20121 7.05796 -1.42965 0.013 -0.063 -0.006
H -1.59824 5.49945 -2.71849 0.013 -0.014 0.003
H -2.43415 6.83341 -4.66542 -0.006 0.006 -0.009
H -3.42469 9.14476 -3.66455 0.019 0.016 -0.004
H -3.07255 9.00472 -0.97355 0.037 0.027 -0.004
H -1.89093 6.61525 -0.49878 0.000 0.009 0.011
N -2.07506 -2.24878 -3.53003 0.014 -0.021 0.016
C -2.11600 -3.30516 -4.39919 -0.004 0.003 0.014
C -2.81343 -4.31951 -3.79808 0.002 -0.016 -0.054
C -3.21097 -3.85565 -2.51469 -0.033 -0.014 0.042
C -2.74011 -2.57687 -2.37995 0.011 0.063 0.017
H -1.62850 -1.36836 -3.71049 -0.027 0.029 -0.019
H -1.64813 -3.24272 -5.36685 0.006 -0.003 -0.005
H -3.01974 -5.28629 -4.22736 -0.031 -0.006 0.014
H -3.77717 -4.40126 -1.77737 -0.002 -0.023 -0.008
H -2.82326 -1.87535 -1.56708 -0.021 0.011 -0.009
N -3.25965 -6.65406 -6.82032 0.004 -0.008 0.024
C -4.47362 -6.02995 -6.91735 0.037 0.029 -0.001
C -5.43771 -6.99970 -6.97292 -0.051 -0.008 0.016
C -4.77967 -8.25832 -6.90463 -0.008 0.006 0.007
C -3.43700 -8.01133 -6.81172 0.013 0.026 0.009
H -2.37352 -6.18838 -6.76491 0.019 0.002 -0.009
H -4.54608 -4.95589 -6.93561 -0.009 0.005 -0.005
H -6.49829 -6.82765 -7.05181 -0.008 -0.007 -0.012
H -5.24053 -9.23130 -6.92024 -0.005 -0.005 -0.001
H -2.59793 -8.68114 -6.73798 0.000 -0.011 -0.004
N 1.72027 -8.67874 8.35357 -0.016 0.023 0.020
C 1.35140 -7.88379 7.30482 -0.015 0.018 -0.051
C 0.94797 -6.67672 7.81272 0.006 -0.002 -0.030
C 1.08089 -6.74939 9.22673 -0.002 0.008 0.003
C 1.55860 -7.99624 9.52838 0.007 -0.012 -0.016
H 2.05898 -9.61874 8.27275 0.023 -0.009 -0.009
H 1.40906 -8.24220 6.29100 0.010 -0.005 -0.004
H 0.59417 -5.83382 7.24040 -0.014 0.013 0.021
H 0.85101 -5.97435 9.93806 0.000 0.010 -0.001
H 1.79803 -8.45234 10.47329 -0.002 0.005 0.011
N 5.84052 5.46059 -2.94393 0.100 -0.017 -0.028
C 5.72900 4.64748 -4.03921 -0.007 0.001 0.046
C 6.33345 5.27984 -5.09377 -0.020 -0.047 -0.022
C 6.82905 6.52194 -4.61517 0.004 0.009 -0.001
C 6.50860 6.60335 -3.28671 -0.002 -0.022 0.001
H 5.47810 5.25768 -2.03130 -0.077 0.100 0.020
H 5.23450 3.69204 -3.97888 -0.008 0.000 -0.021
H 6.41443 4.89628 -6.09730 -0.013 0.024 -0.017
H 7.36135 7.26641 -5.18200 0.011 -0.003 -0.007
H 6.69699 7.37440 -2.56001 -0.004 0.014 -0.004
N 9.23411 3.30280 -5.89138 0.019 -0.022 -0.019
C 10.20220 3.04813 -6.82514 -0.022 0.000 0.017
C 11.32082 3.75210 -6.46866 0.004 0.014 0.004
C 11.01354 4.45865 -5.27270 0.012 -0.021 -0.021
C 9.71871 4.15958 -4.94358 0.006 0.003 0.050
H 8.30566 2.92507 -5.89913 -0.026 0.016 0.010
H 10.01403 2.39246 -7.65763 0.009 -0.001 -0.009
H 12.25479 3.76186 -7.00477 0.006 0.001 -0.003
H 11.66783 5.11198 -4.72062 0.007 0.001 0.005
H 9.10068 4.48335 -4.12401 -0.011 0.042 -0.016
N -6.32406 9.30536 -0.87803 0.020 0.006 -0.023
C -7.62133 9.70898 -1.03247 0.020 -0.024 -0.017
C -7.99686 10.36446 0.10967 0.000 0.004 0.008
C -6.87932 10.35688 0.98800 -0.007 0.012 0.002
C -5.86386 9.69748 0.34851 0.011 -0.023 -0.034
H -5.78726 8.79946 -1.56006 0.036 -0.016 0.015
H -8.16460 9.49709 -1.93706 -0.013 0.001 0.000
H -8.96348 10.80126 0.29545 -0.006 0.004 0.002
H -6.82750 10.78709 1.97387 -0.001 0.004 0.006
H -4.85781 9.47571 0.65930 -0.005 -0.009 0.032
N -6.96287 -4.67993 -2.65398 -0.014 0.015 -0.007
C -7.01633 -5.73476 -3.52340 0.023 0.030 0.000
C -7.71116 -6.74420 -2.91257 -0.011 -0.010 0.010
C -8.09308 -6.27862 -1.62457 -0.001 -0.016 -0.005
C -7.61760 -5.00110 -1.49590 0.040 0.022 -0.006
H -6.50705 -3.80514 -2.83697 0.038 -0.003 -0.017
H -6.55755 -5.68131 -4.49630 0.039 -0.026 0.011
H -7.92209 -7.70945 -3.34099 0.001 -0.007 -0.003
H -8.65303 -6.81929 -0.88026 -0.006 -0.003 0.003
H -7.69031 -4.29758 -0.68443 -0.010 -0.001 0.009
```
Forces are in eV/Å.

Its SMILES is CCO[C@@]1(CCCCCN)CNC(=O)[C@]1(CCOC=O)CCC(N)=O.c1cc[nH]c1.c1cc[nH]c1.c1cc[nH]c1.c1cc[nH]c1.c1cc[nH]c1.c1cc[nH]c1.c1cc[nH]c1.c1cc[nH]c1.c1cc[nH]c1.c1cc[nH]c1. The calculation puts the gap between HOMO and LUMO at 7.72 eV. The value obtained for the maximum force is 1.1 eV Å⁻¹.

---

- Number 2 is which compound?
  C3H8NO

---

- The highest maximum force belongs to which entry?
  C3H8NO

---

- The lowest maximum force belongs to which entry?
  C57H81N13O5

---

Repeat the first record exactly.
A cluster of 2 separate species, C2HCl3OS in total in a non-equilibrium geometry. Source: OMol25; level of theory: the ωB97M-V functional and the def2-TZVPD basis.

XYZ file:
```
8
Properties=species:S:1:pos:R:3:forces:R:3
C 0.49973 0.78886 0.63531 -3.902 0.124 -0.442
C 1.30710 0.76854 -0.53919 1.484 0.202 -0.936
O 0.81037 0.40940 1.74306 0.443 0.236 -0.347
S 2.54554 -2.52257 1.20748 -0.007 -0.007 -0.019
Cl 2.96334 0.32411 -0.47882 -0.505 0.070 0.302
Cl 0.83009 1.31149 -2.09547 -0.377 -0.161 0.829
Cl 1.73631 -3.10668 2.90946 -0.031 -0.021 0.058
H -0.69194 1.08602 0.37928 2.894 -0.443 0.555
```
Forces are in eV/Å.

The value obtained for the relative energy (zero: lowest compared OMol25 entry of this formula, charge and spin) is 2.3765 eV. The calculation puts the gap between HOMO and LUMO (alpha / beta) at 7.23 / 6.84 eV. The value obtained for the maximum force is 3.9 eV Å⁻¹.